#P
Computed, not measured: the ion C2H4NO3 with charge +1, with the ωB97M-V functional and the def2-TZVPD basis.

Its total charge is +1. The HOMO energy is -0.5674 Eh.

Each atom is followed by the atoms it is bonded to, with distances in Å.
Geometry (Å):
1 C 1.429 -1.924 0.154  N2 1.147, H7 1.063
2 N 0.438 -1.522 -0.261  C1 1.147, O3 1.230
3 O -0.585 -1.016 -0.719  N2 1.230, C4 1.553
4 C -1.107 0.398 -0.344  O3 1.553, O5 1.326, H8 1.097, H9 1.097
5 O -0.186 1.351 -0.393  C4 1.326, O6 1.426
6 O 0.331 1.706 0.888  O5 1.426, H10 0.972
7 H 2.332 -2.358 0.509  C1 1.063
8 H -1.611 0.272 0.621  C4 1.097
9 H -1.810 0.537 -1.175  C4 1.097
10 H 0.769 2.557 0.721  O6 0.972



#Q
Computed, not measured: a cluster of 2 separate species, C2H4NO3 in total, with the ωB97M-V functional and the def2-TZVPD basis.

Its total charge is +1. The HOMO energy is -0.5739 Eh.

Each atom is followed by the atoms it is bonded to, with distances in Å.
Geometry (Å):
1 C 0.996 -0.896 0.122  N3 1.232, O4 1.361, H7 1.208
2 C -1.909 1.343 0.171  O6 1.245, H8 1.109, H9 1.081
3 N 1.936 -0.101 0.105  C1 1.232, O5 1.139
4 O 0.901 -2.227 -0.150  C1 1.361, H10 0.967
5 O 2.547 0.860 0.126  N3 1.139
6 O -1.276 0.356 -0.246  C2 1.245
7 H -0.083 -0.356 0.158  C1 1.208
8 H -2.755 1.592 -0.500  C2 1.109
9 H -1.838 1.888 1.102  C2 1.081
10 H 1.480 -2.459 -0.889  O4 0.967



According to the calculations, the structures order from most to least stable as #Q, #P.



#P
Computed, not measured: the molecule C4H7N3S, with the ωB97M-V functional and the def2-TZVPD basis.

The HOMO energy is -0.3101 Eh.

Each atom is followed by the atoms it is bonded to, with distances in Å.
Geometry (Å):
1 C -1.679 -1.103 -0.278  C2 1.518, H9 1.071, H10 1.128, H11 1.125
2 C -0.605 -0.294 0.426  C1 1.518, C3 1.527, N8 1.435, H12 1.141
3 C -0.696 1.135 -0.105  C2 1.527, N4 1.274, H13 1.039
4 N 0.249 1.989 -0.120  C3 1.274, N5 1.399
5 N 1.531 1.486 0.123  N4 1.399, C6 1.410, H14 0.971
6 C 1.858 0.115 0.120  N5 1.410, S7 1.697, N8 1.326
7 S 3.449 -0.424 -0.122  C6 1.697
8 N 0.772 -0.639 0.218  C2 1.435, C6 1.326, H15 1.038
9 H -1.450 -1.189 -1.321  C1 1.071
10 H -1.772 -2.169 0.080  C1 1.128
11 H -2.652 -0.539 -0.233  C1 1.125
12 H -0.752 -0.302 1.558  C2 1.141
13 H -1.640 1.489 -0.359  C3 1.039
14 H 2.281 2.061 -0.100  N5 0.971
15 H 1.105 -1.616 0.115  N8 1.038



#Q
Computed, not measured: the molecule C4H7N3S, with the ωB97M-V functional and the def2-TZVPD basis.

The HOMO energy is -0.3057 Eh.

Each atom is followed by the atoms it is bonded to, with distances in Å.
Geometry (Å):
1 H 0.979 -1.785 -2.153  N2 0.989
2 N 0.136 -1.447 -1.760  H1 0.989, C3 1.274
3 C 0.410 -0.652 -0.803  N2 1.274, C4 1.455, N8 1.407
4 C 1.683 -0.211 -0.254  C3 1.455, C5 1.311, H10 1.084
5 C 1.402 0.630 0.711  C4 1.311, N6 1.405, H11 1.072
6 N 0.025 0.744 0.967  C5 1.405, S7 1.712, N8 1.448
7 S -0.544 2.328 1.280  N6 1.712, H12 1.330
8 N -0.616 0.009 -0.103  C3 1.407, N6 1.448, C9 1.454
9 C -1.806 -0.731 0.283  N8 1.454, H13 1.121, H14 1.101, H15 1.079
10 H 2.685 -0.443 -0.596  C4 1.084
11 H 2.026 1.341 1.216  C5 1.072
12 H -0.111 2.881 0.152  S7 1.330
13 H -1.633 -1.440 1.133  C9 1.121
14 H -2.538 0.056 0.524  C9 1.101
15 H -2.098 -1.280 -0.599  C9 1.079



According to the calculations, the structures order from most to least stable as #P, #Q.